one | 2 unconnected molecules or ions with the total composition CH4NO2S, computed with the ωB97M-V functional and the def2-TZVPD basis.

2S+1	1
frontier orbital gap (spin up / spin down)	0.2008 / 0.2379	Eh
net charge	-1

Last columns: bonded neighbours and bond lengths (Å).
Element x y z (Å)
1 C -1.38518 0.63285 -0.30564  S5 1.676, H6 1.171, H7 1.123
2 N -0.19020 -1.67750 -0.37412  S5 1.528, H9 0.995
3 O -1.44767 -0.76647 1.78072  S5 1.490
4 O 2.17581 0.71841 1.25845  H8 0.902
5 S -0.59504 -0.55270 0.57704  C1 1.676, N2 1.528, O3 1.490
6 H -0.69323 1.27167 -1.00166  C1 1.171
7 H -2.08425 1.29857 0.26779  C1 1.123
8 H 2.93796 0.28825 1.03877  O4 0.902
9 H 0.57295 -2.22704 -0.04915  N2 0.995

two | 2 unconnected molecules or ions with the total composition CH4NO2S, computed with the ωB97M-V functional and the def2-TZVPD basis.

2S+1	1
frontier orbital gap (spin up / spin down)	0.2499 / 0.2498	Eh
net charge	-1

Last columns: bonded neighbours and bond lengths (Å).
Element x y z (Å)
1 C 0.41034 -0.32481 0.37945  N2 1.508, H7 1.119, H8 1.112
2 N 1.73188 -0.18614 -0.33451  C1 1.508, H6 0.967, H9 0.985
3 O -2.19403 0.41358 -1.36619  S5 1.485
4 O -2.52852 1.08338 1.05709  S5 1.544
5 S -1.99304 0.03680 0.05616  O3 1.485, O4 1.544
6 H 1.49375 -0.28950 -1.26636  N2 0.967
7 H 0.72842 -0.03661 1.41310  C1 1.119
8 H 0.25986 -1.42607 0.33894  C1 1.112
9 H 2.09134 0.72937 -0.27768  N2 0.985

The most stable structure shown above is two; the least stable is one.